Below is a 2-piece molecular cluster, C23H30N4O3P overall at a distorted geometry, with properties calculated with ωB97M-V/def2-TZVPD.

Properties
* frontier orbital gap: 0.1811 Eh
* DFT total energy: -45720.2078 eV
* E_LUMO: -5.434 eV
* HOMO energy: -10.36 eV
* F_max: 2.2 eV Å⁻¹
* charge: +1

CARTESIAN COORDINATES (ANGSTROEM)
1 C -3.66049 2.88004 3.63542
2 C -4.66774 1.86639 2.98368
3 C -3.82856 0.75678 2.29331
4 C -3.25966 1.18152 0.91245
5 C -2.36500 0.10175 0.30481
6 C -2.97594 -1.10837 -0.17630
7 N -2.35228 -2.12537 -0.73297
8 C -1.00149 -1.89685 -0.76011
9 C -0.15641 -2.94016 -1.30366
10 C -0.80670 -4.23325 -1.81279
11 C -0.51085 -5.37538 -0.79462
12 N -0.88825 -5.34567 0.41604
13 C 1.20320 -2.81415 -1.34484
14 C 1.87695 -1.63755 -0.84151
15 C 3.40303 -1.61657 -0.89408
16 C 4.02006 -1.59435 -2.33645
17 C 3.17840 -0.87671 -3.40014
18 O 2.10864 -1.25646 -3.82164
19 N 3.75796 0.31787 -3.96363
20 C 3.69640 1.44165 -3.07160
21 C 4.86091 1.76043 -2.34116
22 C 4.91611 2.85625 -1.47228
23 C 3.78893 3.68847 -1.28867
24 C 2.64058 3.35775 -2.01612
25 C 2.57671 2.26310 -2.88612
26 C 1.08235 -0.61690 -0.31025
27 P 1.97049 0.86835 0.36694
28 O 1.14352 2.09700 0.48724
29 C -0.35861 -0.73829 -0.26604
30 N -1.06768 0.30366 0.26597
31 H -3.22481 3.53035 2.86034
32 H -4.12958 3.51887 4.40666
33 H -2.84904 2.30830 4.12252
34 H -5.34112 1.43012 3.75189
35 H -5.28717 2.45126 2.27860
36 H -4.47747 -0.13538 2.18960
37 H -3.01151 0.44877 2.97785
38 H -2.73832 2.15169 0.95684
39 H -4.14036 1.33474 0.25508
40 H -4.07007 -1.19556 -0.07117
41 H -0.39615 -4.55234 -2.78506
42 H -1.89675 -4.14739 -1.92285
43 H 0.08689 -6.25381 -1.10251
44 H -1.42116 -4.48510 0.58832
45 H 1.81244 -3.63998 -1.73782
46 H 3.86267 -0.82345 -0.28410
47 H 3.74168 -2.56429 -0.42708
48 H 4.97959 -1.05086 -2.26111
49 H 4.29437 -2.59796 -2.70879
50 H 3.35181 0.51368 -4.87357
51 H 5.77710 1.16444 -2.42006
52 H 5.83769 3.10733 -0.93143
53 H 3.82960 4.55926 -0.62899
54 H 1.75854 3.99379 -1.89330
55 H 1.64789 2.05507 -3.43106
56 H 2.43367 0.44670 1.64852
57 H 3.11256 1.11327 -0.43922
58 O -5.37822 1.52885 6.33447
59 H -4.90964 0.68149 6.49590
60 H -5.24943 2.15959 7.07536
61 H -6.33026 1.38358 6.14531